[1]
{
  "formula": "C32H85N5O14",
  "method": "the ωB97M-V functional and the def2-TZVPD basis",
  "elements": ["C", "O", "C", "C", "N", "C", "C", "O", "C", "H", "H", "H", "H", "H", "H", "H", "H", "H", "H", "H", "H", "H", "H", "H", "C", "O", "C", "C", "N", "C", "C", "O", "C", "H", "H", "H", "H", "H", "H", "H", "H", "H", "H", "H", "H", "H", "H", "H", "C", "O", "C", "C", "N", "C", "C", "O", "C", "H", "H", "H", "H", "H", "H", "H", "H", "H", "H", "H", "H", "H", "H", "H", "C", "O", "C", "C", "N", "C", "C", "O", "C", "H", "H", "H", "H", "H", "H", "H", "H", "H", "H", "H", "H", "H", "H", "H", "C", "O", "C", "C", "N", "C", "C", "O", "C", "H", "H", "H", "H", "H", "H", "H", "H", "H", "H", "H", "H", "H", "H", "H", "C", "C", "O", "O", "H", "H", "H", "H", "H", "H", "O", "H", "H", "O", "H", "H"],
  "xyz": [[0.655, 20.857, 22.447], [0.713, 19.955, 23.524], [1.949, 19.852, 24.203], [3.049, 19.125, 23.423], [2.896, 17.690, 23.344], [1.667, 17.297, 22.645], [1.817, 15.885, 22.121], [2.906, 15.862, 21.225], [3.240, 14.596, 20.701], [1.168, 20.419, 21.583], [1.032, 21.853, 22.692], [-0.389, 20.939, 22.145], [1.721, 19.332, 25.135], [2.305, 20.859, 24.456], [4.018, 19.351, 23.873], [3.073, 19.582, 22.423], [3.626, 17.274, 22.768], [1.423, 18.002, 21.838], [0.821, 17.350, 23.336], [0.914, 15.648, 21.534], [1.767, 15.103, 22.886], [4.277, 14.603, 20.372], [2.584, 14.344, 19.862], [3.142, 13.788, 21.432], [9.397, 21.585, 21.240], [9.298, 21.044, 22.547], [8.436, 21.804, 23.400], [7.959, 20.811, 24.470], [7.121, 19.757, 23.931], [6.814, 18.760, 24.989], [7.774, 17.592, 24.875], [7.564, 16.921, 23.651], [8.442, 15.838, 23.426], [9.815, 22.596, 21.241], [8.416, 21.673, 20.762], [9.981, 20.864, 20.672], [7.583, 22.250, 22.890], [9.093, 22.578, 23.809], [7.432, 21.386, 25.237], [8.859, 20.405, 24.957], [7.696, 19.247, 23.267], [5.774, 18.448, 24.860], [6.835, 19.159, 26.005], [7.554, 16.888, 25.696], [8.821, 17.811, 25.116], [7.969, 15.161, 22.718], [8.700, 15.274, 24.328], [9.374, 16.261, 23.031], [4.233, 22.209, 22.058], [4.836, 22.614, 20.836], [4.508, 23.949, 20.504], [5.474, 24.662, 19.567], [5.217, 24.189, 18.186], [6.056, 24.871, 17.228], [7.544, 24.485, 17.281], [8.358, 25.023, 18.335], [8.283, 26.422, 18.485], [3.155, 22.327, 22.174], [4.693, 22.852, 22.820], [4.550, 21.181, 22.219], [4.374, 24.607, 21.375], [3.509, 24.002, 20.055], [6.505, 24.462, 19.874], [5.223, 25.724, 19.535], [5.293, 23.172, 18.219], [5.912, 25.947, 17.364], [5.729, 24.646, 16.209], [8.091, 24.802, 16.386], [7.582, 23.398, 17.345], [7.398, 26.677, 19.070], [8.351, 26.933, 17.519], [9.144, 26.813, 19.030], [7.834, 15.987, 17.648], [8.829, 16.987, 17.632], [10.148, 16.401, 17.648], [11.071, 17.386, 16.975], [10.573, 17.732, 15.642], [11.393, 18.725, 14.982], [10.940, 19.071, 13.589], [9.755, 19.842, 13.660], [9.561, 20.640, 12.516], [6.883, 16.493, 17.796], [8.012, 15.261, 18.453], [7.834, 15.360, 16.748], [10.129, 15.430, 17.155], [10.425, 16.326, 18.703], [12.084, 16.999, 16.854], [11.118, 18.308, 17.570], [9.586, 17.943, 15.686], [12.390, 18.279, 14.893], [11.532, 19.646, 15.567], [10.778, 18.157, 13.002], [11.718, 19.604, 13.031], [10.056, 21.613, 12.581], [8.510, 20.870, 12.330], [9.892, 20.099, 11.625], [5.823, 13.127, 22.664], [5.752, 13.782, 23.902], [4.671, 14.681, 24.052], [3.684, 14.317, 25.136], [3.280, 12.922, 25.005], [2.362, 12.458, 26.044], [0.992, 13.089, 26.018], [0.196, 12.415, 25.081], [-1.076, 13.041, 24.982], [5.959, 13.765, 21.785], [4.902, 12.557, 22.479], [6.607, 12.372, 22.721], [4.115, 14.802, 23.115], [5.122, 15.671, 24.174], [2.805, 14.954, 25.044], [4.111, 14.434, 26.147], [4.117, 12.365, 25.147], [2.866, 12.585, 27.016], [2.184, 11.388, 25.907], [1.086, 14.160, 25.785], [0.591, 13.112, 27.041], [-0.970, 14.014, 24.489], [-1.450, 13.302, 25.979], [-1.797, 12.399, 24.488], [5.971, 17.786, 20.619], [4.852, 18.626, 20.006], [3.829, 17.828, 19.453], [5.515, 17.090, 21.744], [6.740, 18.477, 20.997], [6.454, 17.203, 19.829], [5.266, 19.224, 19.194], [4.503, 19.306, 20.791], [3.456, 17.168, 20.077], [6.207, 16.834, 22.376], [2.555, 18.117, 16.968], [3.141, 18.029, 17.746], [3.053, 18.648, 16.339], [5.547, 21.298, 18.252], [6.190, 20.584, 18.163], [5.240, 21.251, 19.176]],
  "mulliken_charge": [-0.568, -0.388, -1.247, 1.308, 0.168, -0.358, -0.530, -0.349, -1.015, 0.161, 0.274, 0.289, 0.381, 0.433, -0.458, -0.363, -0.201, 0.170, 0.496, 0.491, 0.054, 0.186, 0.281, 0.368, -0.457, -0.372, -0.441, -0.891, 0.271, -0.426, -0.972, 0.011, -0.939, 0.306, 0.038, 0.279, 0.151, 0.443, 0.464, 0.350, 0.005, -0.219, 0.528, 0.591, 0.410, 0.121, 0.338, 0.345, -0.286, -0.023, -1.061, -0.441, -0.291, -0.861, -0.468, -0.354, -0.667, 0.077, 0.427, -0.102, 0.487, 0.346, 0.247, 0.464, 0.264, 0.462, 0.385, 0.395, 0.293, 0.217, 0.322, 0.247, -0.811, -0.255, -0.576, -0.577, -0.302, -0.716, -0.558, -0.273, -0.795, 0.166, 0.311, 0.424, 0.430, 0.324, 0.360, 0.254, 0.243, 0.362, 0.354, 0.310, 0.465, 0.290, 0.240, 0.334, -0.730, -0.481, 2.077, -1.019, -0.201, -0.823, -0.323, -0.374, -0.681, 0.149, 0.354, 0.293, -1.101, -0.541, 0.285, 0.384, 0.242, 0.448, 0.382, 0.305, 0.414, 0.205, 0.331, 0.267, 0.091, 0.003, -0.368, 0.957, 0.266, -0.246, -0.058, -0.313, 0.453, -0.313, -0.702, 0.374, 0.305, -0.628, 0.254, 0.461],
  "smiles": "COCCNCCOC.COCCNCCOC.COCCNCCOC.COCCNCCOC.COCCNCCOC.OCCO.O.O",
  "gap_ev": 8.66,
  "relative_energy_ev": 0.791
}

[2]
{
  "formula": "C8H14",
  "method": "the ωB97M-V functional and the def2-TZVPD basis",
  "elements": ["C", "C", "C", "C", "H", "H", "H", "H", "H", "H", "C", "C", "C", "C", "H", "H", "H", "H", "H", "H", "H", "H"],
  "xyz": [[1.375, 2.112, 1.078], [1.574, 1.277, 0.063], [2.214, 1.671, -1.189], [2.459, 0.829, -2.187], [1.780, 3.116, 1.090], [0.861, 1.769, 1.967], [1.311, 0.232, 0.177], [2.389, 2.734, -1.322], [2.949, 1.160, -3.092], [2.212, -0.223, -2.116], [-0.384, -1.854, 1.485], [-1.039, -1.141, 0.303], [-2.435, -1.618, 0.058], [-3.506, -0.842, 0.073], [-0.239, -2.919, 1.302], [0.569, -1.403, 1.765], [-1.037, -1.760, 2.356], [-0.472, -1.299, -0.620], [-1.055, -0.065, 0.484], [-2.552, -2.652, -0.262], [-4.500, -1.208, -0.147], [-3.420, 0.207, 0.336]],
  "mulliken_charge": [-0.839, 0.448, -0.225, -0.764, 0.267, 0.284, 0.049, 0.256, 0.261, 0.241, -1.100, -0.034, -0.221, -0.745, 0.309, 0.329, 0.343, 0.186, 0.184, 0.276, 0.267, 0.229],
  "smiles": "C=CC=C.C=CCC",
  "gap_ev": 10.02,
  "relative_energy_ev": 2.088
}

[3]
{
  "formula": "C3H8N2O",
  "method": "the ωB97M-V functional and the def2-TZVPD basis",
  "elements": ["C", "N", "C", "N", "C", "O", "H", "H", "H", "H", "H", "H", "H", "H"],
  "xyz": [[-0.210, -0.924, -0.492], [1.079, 0.239, -0.412], [-0.530, 0.282, 0.135], [2.111, -0.095, 0.477], [-1.115, 1.298, 0.704], [-2.167, -1.270, 0.043], [-2.769, -1.104, -0.693], [1.303, 0.835, -1.209], [2.882, -0.543, -0.007], [2.441, 0.720, 0.982], [-0.383, -1.072, -1.551], [0.083, -1.763, 0.125], [-0.575, 2.213, 0.909], [-2.151, 1.184, 0.988]],
  "mulliken_charge": [0.022, -0.115, 0.331, -0.566, -0.740, -0.877, 0.202, 0.248, 0.233, 0.230, 0.190, 0.231, 0.290, 0.321],
  "gap_ev": 8.03,
  "relative_energy_ev": 7.240
}

[4]
{
  "formula": "C4H14O3",
  "method": "the ωB97M-V functional and the def2-TZVPD basis",
  "elements": ["C", "C", "C", "C", "H", "H", "H", "H", "H", "H", "H", "H", "H", "H", "O", "H", "H", "O", "H", "H", "O"],
  "xyz": [[-0.635, -0.933, 1.434], [-1.650, -2.069, 1.477], [-2.429, -2.249, 0.382], [-1.489, -2.829, 2.764], [-0.207, -0.894, 0.489], [-0.029, -0.821, 2.277], [-1.360, -0.107, 1.536], [-2.937, -3.088, 0.190], [-2.588, -1.503, -0.350], [-0.743, -3.566, 2.774], [-2.503, -3.275, 2.923], [-1.331, -2.161, 3.601], [3.849, 5.531, -1.833], [2.881, 5.879, -0.505], [2.976, 5.369, -1.397], [0.716, 2.925, -0.790], [-0.254, 4.002, -1.303], [0.232, 3.216, -1.628], [1.439, -1.515, -2.128], [1.883, -2.666, -1.367], [1.592, -2.368, -2.207]],
  "mulliken_charge": [-1.398, 0.943, -1.071, -1.135, 0.295, 0.406, 0.333, 0.380, 0.288, 0.290, 0.324, 0.350, 0.322, 0.327, -0.641, 0.312, 0.313, -0.634, 0.279, 0.308, -0.591],
  "smiles": "C=C(C)C.O.O.O",
  "gap_ev": 9.46,
  "relative_energy_ev": 2.736
}